Entry 1:
Density functional theory data (ωB97M-V/def2-TZVPD) for 2 unconnected molecules or ions with the total composition C6H15N4O in a non-equilibrium geometry.

For the gap between HOMO and LUMO, the calculation gives 8.782 eV. As for the total energy: -14461.265 eV. The spin multiplicity is 1. The calculation puts the lowest unoccupied orbital energy at -3.42 eV. Its HOMO energy is -12.20 eV. As for the net charge: +1.

```
26
Properties=species:S:1:pos:R:3:mulliken_charge:R:1
C 0.11218 -1.94016 0.75784 -1.1767
C -1.95068 -0.00146 0.05781 0.6033
C 0.97908 -0.93548 0.72361 0.5992
C -0.05760 2.67738 -0.76804 -0.8337
C 2.15272 -1.66749 -1.32118 -1.1611
C -1.40532 2.27362 -0.07564 -0.4956
N -2.91497 -0.70245 0.01431 -0.1342
N 0.91679 0.10307 1.68613 -0.5797
N 2.03783 -0.67395 -0.21110 -0.3431
N -1.22673 0.92395 0.42287 0.0040
O -3.19009 -1.78057 -0.70713 -0.3192
H -0.58842 -1.84487 1.62975 0.3512
H 0.20526 -2.63655 -0.01175 0.3880
H 0.34768 1.67150 -1.20438 0.1449
H -0.22797 3.31344 -1.52800 0.4044
H 0.75206 3.11690 -0.17128 0.2888
H 3.22024 -1.41798 -1.79945 0.3355
H 2.22019 -2.60895 -0.85035 0.4704
H 1.44454 -1.45965 -1.96956 0.3446
H -2.22891 2.22619 -0.62485 0.4964
H -1.46137 2.97872 0.87650 0.2452
H 0.51467 -0.01444 2.59568 0.2736
H 1.78846 0.61635 1.63291 0.2203
H 2.92042 -0.48167 0.21342 0.2963
H -0.42785 0.60224 1.13859 0.2049
H -3.93224 -2.33768 -0.50669 0.3722
```

=====

Entry 2:
Density functional theory data (ωB97M-V/def2-TZVPD) for 2 unconnected molecules or ions with the total composition C6H15N5 in a non-equilibrium geometry.

For the gap between HOMO and LUMO, the calculation gives 10.057 eV. As for the total energy: -13894.293 eV. The spin multiplicity is 1. The calculation puts the lowest unoccupied orbital energy at -6.36 eV. Its HOMO energy is -16.42 eV. As for the net charge: +2.

```
26
Properties=species:S:1:pos:R:3:mulliken_charge:R:1
C -3.46851 1.75802 -1.12148 0.3931
C 2.81812 1.37485 0.62402 -0.3750
C 0.30385 -0.64237 0.17457 -0.4138
C -1.31841 3.01218 -1.23138 -0.6676
C 1.75050 -1.88042 1.79524 -0.5594
C 0.78329 -3.05378 -0.05967 -1.0120
N 1.97288 0.85733 -0.08817 -0.3841
N 0.70385 0.55792 0.01815 0.0088
N -2.36920 2.13305 -1.07347 0.1271
N -4.56351 1.13172 -1.07617 -0.3920
N 1.27481 -1.76551 0.37835 -0.0202
H 3.86019 1.65350 0.17770 0.2606
H 2.82523 1.47889 1.65330 0.4033
H -0.63183 -0.91302 0.06220 0.6270
H -0.25868 2.74135 -1.58573 0.2538
H -1.67656 3.97837 -1.82558 0.3498
H -1.23276 3.40153 -0.23441 0.3553
H 2.25746 -0.84794 1.98066 0.0995
H 0.77203 -1.90156 2.25056 0.4177
H 2.24665 -2.86303 1.98698 0.3727
H 1.68331 -3.68786 -0.23752 0.4298
H 0.27508 -3.64860 0.58367 0.4592
H 0.09352 -3.09682 -1.01457 0.3433
H -4.96168 0.76296 -1.83030 0.2360
H -5.15313 0.98988 -0.13147 0.3421
H 2.01352 -1.53065 -0.17550 0.3451
```

=====

Entry 3:
Density functional theory data (ωB97M-V/def2-TZVPD) for 2 unconnected molecules or ions with the total composition C6H15NO in a non-equilibrium geometry.

For the gap between HOMO and LUMO (spin up / spin down), the calculation gives 2.720 / 8.253 eV. As for the total energy: -10000.801 eV. The spin multiplicity is 2. The calculation puts the lowest unoccupied orbital energy (spin up / spin down) at 3.75 / 3.58 eV. Its HOMO energy (spin up / spin down) is 1.03 / -4.68 eV. As for the net charge: -1.

```
23
Properties=species:S:1:pos:R:3:mulliken_spin:R:1
C 0.48719 -1.80367 1.55800 0.1518
C 1.37180 -0.95691 0.66835 0.5324
C 0.99849 -0.99199 -0.81290 -0.0927
C -0.32117 -0.37456 -1.15426 0.6622
C -1.38977 -1.14183 -1.43835 0.0274
C 0.43504 1.93322 -0.72728 1.8421
N -0.37230 0.98288 -1.44730 -0.8272
H 1.05652 -2.35578 2.30132 -0.0814
H -0.23438 -1.26938 2.14470 -0.1321
H -0.07794 -2.52906 0.96953 -0.0097
H 1.48809 0.07568 1.02284 -0.0205
H 2.41523 -1.20740 0.75159 -0.2548
H 1.05525 -2.03101 -1.15562 -0.0927
H 1.75609 -0.53296 -1.44560 0.0175
H -2.39065 -0.75301 -1.59861 -0.1170
H -1.39873 -2.22640 -1.40681 -0.0147
H 0.13141 2.08408 0.32340 0.4432
H 0.51544 2.92225 -1.15559 -0.3487
H 1.45082 1.57029 -0.60475 -0.3119
H -1.29431 1.30820 -1.68516 -0.1222
H -1.54729 2.08771 1.01236 -0.1212
H -1.86093 2.88482 2.27597 -0.3104
O -2.27390 2.32482 1.60417 0.1806
```

=====

Entry 4:
Density functional theory data (ωB97M-V/def2-TZVPD) for a molecular structure, C6H15NO.

For the gap between HOMO and LUMO, the calculation gives 9.265 eV. As for the total energy: -9999.955 eV. The spin multiplicity is 1. The calculation puts the lowest unoccupied orbital energy at 0.98 eV. Its HOMO energy is -8.29 eV.

```
23
Properties=species:S:1:pos:R:3:mulliken_charge:R:1
C 2.05460 -0.14841 -0.15519 -0.0896
C 0.74854 -0.85937 -0.48319 0.3521
C 0.16617 -1.80750 0.39590 -1.0633
N 2.00964 0.44173 1.17531 -0.5339
O 2.33513 0.88014 -1.09688 -0.5677
H 1.74656 1.61549 -0.87898 0.3499
H 2.88713 -0.85112 -0.28939 0.3773
H 2.93839 0.69536 1.48972 0.2278
H 1.59253 -0.17298 1.86242 0.1905
H 0.66763 -1.05900 -1.54895 0.4085
H -0.12084 0.16483 -0.39005 -0.5065
H -0.94079 -1.07117 0.87016 0.1125
H 0.65598 -2.03513 1.33925 0.3158
H -0.34150 -2.66414 -0.03492 0.3098
C -1.93533 1.08683 -1.32913 -1.3275
C -1.23563 0.88266 -0.00067 0.2824
C -1.77323 -0.00973 0.96380 -0.8670
H -0.71218 1.75335 0.38610 0.3708
H -2.79244 1.75886 -1.22575 0.3710
H -1.26473 1.51476 -2.07801 0.3232
H -2.30851 0.13716 -1.72158 0.3563
H -2.71937 -0.49542 0.73613 0.3341
H -1.65776 0.24280 2.01389 0.2733
```

=====

Entry 5:
Density functional theory data (ωB97M-V/def2-TZVPD) for a single C6H15NO molecule in a non-equilibrium geometry.

For the gap between HOMO and LUMO, the calculation gives 9.956 eV. The SMILES is CCCCCNCO. As for the total energy: -10002.396 eV. The spin multiplicity is 1. The calculation puts the lowest unoccupied orbital energy at 1.08 eV. Its HOMO energy is -8.87 eV.

```
23
Properties=species:S:1:pos:R:3:mulliken_charge:R:1
C -2.20221 -1.29728 -1.97184 -1.1786
C -1.90711 -1.10240 -0.47976 -0.3556
C -1.53144 0.33988 -0.09885 -0.6687
C -0.21286 0.80426 -0.68541 -0.7780
C 1.03179 0.13697 -0.09884 -0.4214
N 1.57066 0.95766 0.97445 -0.3199
C 2.59326 0.33018 1.75310 -0.3683
O 2.94169 1.14330 2.86295 -0.5511
H -1.57923 -2.03986 -2.45954 0.2946
H -2.04271 -0.38757 -2.56489 0.3107
H -3.23775 -1.57482 -2.18628 0.3235
H -2.77851 -1.38979 0.07474 0.3921
H -1.08012 -1.73949 -0.18893 0.2298
H -1.52753 0.34075 0.99940 0.2943
H -2.35255 0.99992 -0.37680 0.3658
H -0.25944 0.64176 -1.77272 0.3341
H -0.05626 1.87683 -0.63246 0.3971
H 1.78752 0.03269 -0.87039 0.3007
H 0.80904 -0.87130 0.26140 0.2527
H 0.83268 1.34255 1.54656 0.2265
H 3.44301 0.14600 1.09970 0.2706
H 2.29835 -0.61377 2.22955 0.3228
H 3.45971 1.92353 2.58487 0.3262
```

=====

Entry 6:
Density functional theory data (ωB97M-V/def2-TZVPD) for a single C6H15NO molecule in a non-equilibrium geometry.

For the gap between HOMO and LUMO, the calculation gives 10.047 eV. The SMILES is CCC(C)(C)[C@@H](N)O. As for the total energy: -10002.736 eV. The spin multiplicity is 1. The calculation puts the lowest unoccupied orbital energy at 0.79 eV. Its HOMO energy is -9.26 eV.

```
23
Properties=species:S:1:pos:R:3:mulliken_charge:R:1
C 1.65943 -1.67419 0.34814 -1.2965
C 1.18805 -0.22907 0.28805 -0.6072
C -0.38914 0.01667 0.00108 1.8161
C -1.20058 -0.20882 1.29322 -1.6362
C -0.89653 -1.00086 -1.04463 -2.1518
C -0.57082 1.45199 -0.55584 -0.3713
N -0.27295 2.53456 0.33765 -0.6519
O 0.34782 1.62678 -1.69276 -0.5676
H 1.71669 -2.11355 -0.65225 0.3023
H 2.65772 -1.73386 0.79483 0.4006
H 0.99984 -2.29984 0.95387 0.3042
H 1.84346 0.29351 -0.41580 0.3704
H 1.38421 0.23913 1.25894 0.3053
H -2.23214 -0.52047 1.09393 0.3745
H -0.77614 -0.99190 1.92924 0.3479
H -1.28482 0.65793 1.95383 0.3670
H -0.89055 -2.02143 -0.64586 0.4087
H -0.28835 -1.00430 -1.95375 0.4466
H -1.93359 -0.78716 -1.33073 0.4843
H -1.57999 1.59326 -0.95313 0.4496
H -0.25722 2.25030 1.30944 0.2775
H 0.66440 2.86549 0.12338 0.3011
H 0.11119 1.05586 -2.44084 0.3265
```